[1]
Below is a structure of composition C9H24ClI2N2P2Tb, with properties calculated with the ωB97M-V functional and the def2-TZVPD basis.

```
! wB97M-V def2-TZVPD RIJCOSX def2/J DEFGRID3
* xyz 2 7
I 0.991 -2.881 3.951
I -1.294 -2.334 4.862
Tb -0.597 0.430 -0.598
P 1.294 2.397 -1.209
C 1.979 3.019 0.375
C 2.842 1.852 -2.031
H 3.319 2.627 -2.659
H 0.990 4.694 -2.095
H 2.662 0.958 -2.648
H -0.459 3.669 -2.389
H 2.568 2.225 0.845
H 3.547 1.549 -1.244
C 0.347 3.907 -1.673
H 2.608 3.907 0.212
H -0.118 4.286 -0.750
H 1.140 3.283 1.028
P -1.641 -2.130 -0.050
C -1.775 -2.785 1.664
C -3.421 -2.253 -0.437
H -0.130 -3.278 -1.552
H -1.410 -4.411 -0.959
H -0.022 -3.928 0.084
C -0.731 -3.591 -0.689
H -3.630 -1.727 -1.376
H -3.737 -3.304 -0.501
H -2.716 -3.342 1.888
H -1.774 -1.858 2.286
H -3.978 -1.748 0.368
H -0.872 -3.376 1.938
Cl 1.048 -1.023 -1.882
C 0.807 0.093 5.518
N 0.954 0.647 4.130
C 0.940 2.126 4.189
C 0.797 0.166 2.913
N 0.780 0.322 1.720
H 0.340 0.846 6.186
H 1.777 -0.172 5.926
H 0.140 -0.805 5.669
H 1.883 2.528 3.715
H 0.065 2.595 3.659
H 0.885 2.389 5.267
*
```

Results
Energy relative to the best compared isomer or geometry (same formula, charge and spin), kJ/mol: 269.02
LUMO (alpha / beta), hartree: -0.3432 / -0.2658
Orbital gap (alpha / beta), Ha: 0.1845 / 0.2619
⟨S²⟩: 12.202

***

[2]
Below is a cluster of 6 separate species, C9H24F12N4O6P2 in total, with properties calculated with the ωB97M-V functional and the def2-TZVPD basis.

```
! wB97M-V def2-TZVPD RIJCOSX def2/J DEFGRID3
* xyz 0 1
C -0.040 3.813 -1.610
C -0.280 2.864 -2.707
O -0.419 3.141 -3.856
N -0.307 1.375 -2.354
H -0.097 1.307 -1.362
H -1.237 0.981 -2.500
C 0.687 0.550 -3.145
H 1.005 3.660 -1.334
H -0.686 3.638 -0.749
H -0.221 4.792 -2.048
H 1.689 0.908 -2.919
H 0.336 0.539 -4.172
H 0.546 -0.429 -2.688
C -2.723 -2.718 0.712
C -3.551 -1.928 1.611
O -4.575 -2.337 2.081
N -3.120 -0.564 2.111
H -3.067 -0.747 3.108
H -2.202 -0.375 1.703
C -4.097 0.538 1.781
H -2.162 -3.492 1.229
H -2.071 -2.035 0.164
H -3.401 -3.080 -0.062
H -4.855 0.609 2.556
H -4.565 0.382 0.811
H -3.462 1.417 1.689
C 1.493 -2.726 3.810
C 2.390 -1.472 3.551
O 2.844 -0.824 4.467
N 2.825 -1.197 2.167
H 2.966 -2.107 1.733
H 2.040 -0.786 1.645
C 4.105 -0.400 2.086
H 1.123 -3.062 2.841
H 0.735 -2.374 4.505
H 2.081 -3.564 4.183
H 4.186 -0.139 1.027
H 5.049 -0.934 2.163
H 3.962 0.541 2.607
P 3.900 2.574 -0.831
F 4.534 1.354 -1.677
F 2.894 2.838 -2.100
F 2.813 1.536 -0.234
F 3.198 3.789 0.008
F 4.747 2.178 0.532
F 4.910 3.664 -1.327
P -2.825 -1.442 -3.168
F -2.789 0.172 -3.444
F -1.404 -1.667 -3.867
F -1.957 -1.071 -1.816
F -2.814 -3.040 -2.838
F -4.220 -1.242 -2.382
F -3.514 -1.750 -4.609
N -0.082 -0.412 0.744
O -0.345 -1.193 1.671
O 0.974 -0.500 0.120
O -0.944 0.448 0.385
*
```

Results
LUMO, hartree: -0.0337
Orbital gap, Ha: 0.3799

***

[3]
Below is the molecule C9H24N3OP, with properties calculated with the ωB97M-V functional and the def2-TZVPD basis.

```
! wB97M-V def2-TZVPD RIJCOSX def2/J DEFGRID3
* xyz 0 1
C -0.188 -1.888 0.594
N 0.655 -0.880 0.024
C 1.678 -1.347 -1.042
C 0.991 -1.505 -2.386
C 2.786 -0.265 -1.244
C 2.315 -2.592 -0.401
P 0.622 0.558 0.967
N 1.442 0.133 2.382
O 1.384 1.684 0.272
N -0.989 0.823 1.367
C -1.960 1.571 0.590
C -1.792 3.024 0.787
C -1.772 1.319 -0.960
C -3.396 1.097 0.817
H -1.188 -1.601 0.553
H -0.132 -2.753 -0.077
H 0.054 -2.097 1.588
H 0.141 -2.246 -2.475
H 0.611 -0.453 -2.576
H 1.859 -1.693 -3.122
H 3.433 -0.014 -0.334
H 2.435 0.719 -1.342
H 3.290 -0.622 -2.087
H 2.428 -2.265 0.610
H 1.674 -3.441 -0.554
H 3.214 -2.857 -0.756
H 1.360 -0.778 2.643
H 1.750 0.680 3.120
H -1.417 -0.012 1.787
H -2.374 3.462 1.550
H -0.745 3.421 0.877
H -2.146 3.560 -0.098
H -2.053 0.346 -1.123
H -0.700 1.537 -1.095
H -2.221 2.241 -1.475
H -3.400 0.101 0.698
H -3.752 1.371 1.810
H -3.897 1.660 0.112
*
```

Results
SMILES: CN(C(C)(C)C)[P@@](N)(=O)NC(C)(C)C
Energy relative to the best compared isomer or geometry (same formula, charge and spin), kJ/mol: 0.00
LUMO, hartree: 0.0247
Orbital gap, Ha: 0.3485

***

[4]
Below is a cluster of 4 separate species, C9H24N4O6 in total, with properties calculated with the ωB97M-V functional and the def2-TZVPD basis.

```
! wB97M-V def2-TZVPD RIJCOSX def2/J DEFGRID3
* xyz 2 1
N -1.161 -3.030 -0.319
O -2.216 -2.854 0.335
O -0.393 -2.120 -0.450
O -1.131 -4.099 -0.914
C -2.154 0.743 4.212
C -2.368 2.110 4.804
O -2.222 3.160 4.226
N -2.640 2.149 6.278
H -2.831 1.215 6.613
H -1.876 2.431 6.874
C -3.918 2.932 6.708
H -2.601 0.781 3.219
H -2.339 -0.125 4.845
H -1.067 0.669 4.202
H -3.622 3.176 7.728
H -4.754 2.255 6.530
H -4.047 3.792 6.051
C 0.867 -1.319 -6.601
C 0.153 -2.150 -5.638
O -0.967 -2.011 -5.292
N 1.000 -3.168 -4.870
H 1.860 -2.892 -4.418
H 0.397 -3.571 -4.166
C 1.405 -4.271 -5.940
H 1.954 -1.370 -6.529
H 0.744 -0.244 -6.468
H 0.600 -1.739 -7.571
H 1.686 -3.997 -6.957
H 0.569 -4.954 -6.090
H 2.227 -4.846 -5.514
C 0.814 2.651 -0.632
C 1.941 2.565 0.294
O 2.398 3.498 0.881
N 2.692 1.214 0.284
H 2.158 0.408 -0.006
H 3.380 1.243 -0.456
C 3.338 0.925 1.673
H 0.923 2.070 -1.547
H 0.756 3.719 -0.840
H -0.150 2.338 -0.231
H 3.782 -0.070 1.649
H 2.639 1.169 2.474
H 4.171 1.620 1.568
*
```

Results
Energy relative to the best compared isomer or geometry (same formula, charge and spin), kJ/mol: 420.18
LUMO, hartree: -0.2068
Orbital gap, Ha: 0.1822

***

[5]
Below is a structure of composition C9H25AgNbP, with properties calculated with the ωB97M-V functional and the def2-TZVPD basis.

```
! wB97M-V def2-TZVPD RIJCOSX def2/J DEFGRID3
* xyz 1 2
C -2.104 -0.114 -2.545
C -0.712 -0.729 -2.390
C -0.755 -2.218 -2.067
C 0.605 -2.816 -1.701
C 0.771 -3.175 -0.215
Nb 0.981 -1.373 0.898
P 0.826 1.068 1.837
C -0.839 1.485 2.510
C -2.029 1.480 1.527
C 1.052 2.447 0.672
C 2.467 3.044 0.679
H -2.369 0.487 -1.675
H -2.176 0.542 -3.409
H -2.870 -0.883 -2.646
H -0.163 -0.204 -1.595
H -0.132 -0.578 -3.302
H -1.149 -2.741 -2.939
H -1.479 -2.398 -1.266
H 1.425 -2.191 -2.064
H 0.729 -3.767 -2.225
H -0.142 -3.628 0.193
H 1.654 -3.789 -0.006
H 0.472 -1.545 2.646
H -0.647 -0.550 0.774
H 1.647 -0.063 -0.140
H 2.699 -1.320 1.538
H -0.756 2.487 2.943
H -1.035 0.784 3.325
H -1.738 1.148 0.533
H -2.452 2.479 1.441
H -2.829 0.837 1.884
H 0.280 3.192 0.855
H 0.854 2.007 -0.306
H 2.496 3.979 1.233
H 2.801 3.247 -0.335
H 3.202 2.373 1.125
Ag 1.415 0.995 4.214
*
```

Results
LUMO (alpha / beta), hartree: -0.1765 / -0.2264
Orbital gap (alpha / beta), Ha: 0.2433 / 0.2246
⟨S²⟩: 0.761

***

[6]
Below is a cluster of 3 separate species, C9H25BO4 in total, with properties calculated with the ωB97M-V functional and the def2-TZVPD basis.

```
! wB97M-V def2-TZVPD RIJCOSX def2/J DEFGRID3
* xyz 0 1
C 3.897 0.050 0.038
O 4.187 1.009 -0.973
C 3.100 1.164 -1.900
B 2.021 2.232 -1.328
C 0.820 1.752 -0.346
C -0.046 0.672 -1.090
C -0.389 -0.568 -0.185
O -1.370 -1.347 -0.925
H 3.345 0.537 0.867
H 3.295 -0.812 -0.325
H 4.876 -0.352 0.372
H 2.663 0.158 -2.106
H 3.456 1.549 -2.886
H 2.129 3.369 -1.676
H 1.296 1.279 0.538
H 0.253 2.668 -0.091
H 0.500 0.243 -1.967
H -0.992 1.073 -1.511
H -0.779 -0.268 0.802
H 0.500 -1.224 -0.068
H -0.850 -1.685 -1.661
C -0.745 -4.558 1.642
C 0.238 -4.332 0.509
O -0.447 -4.008 -0.694
H -1.436 -5.364 1.391
H -0.225 -4.815 2.567
H -1.347 -3.662 1.815
H 0.823 -5.234 0.325
H 0.930 -3.517 0.754
H -0.959 -3.200 -0.534
C -3.932 3.421 1.311
C -2.576 3.153 0.687
O -2.154 1.818 0.949
H -3.895 3.258 2.389
H -4.255 4.447 1.120
H -4.684 2.737 0.909
H -1.824 3.824 1.106
H -2.610 3.308 -0.397
H -2.812 1.226 0.570
*
```

Results
SMILES: COCBCCCO.CCO.CCO
LUMO, hartree: 0.0129
Orbital gap, Ha: 0.3581

***

| no. | DFT total energy (a.u.) |
| --- | --- |
| 1 | -3028.92964 |
| 2 | -2909.17238 |
| 3 | -938.17219 |
| 4 | -1026.94408 |
| 5 | -902.68035 |
| 6 | -683.62057 |